1.
Below is a structure of composition C9H14BaN2P, with properties calculated with ωB97M-V/def2-TZVPD.

Summary:
Net charge: -1
LUMO level: 2.498 eV
Relative energy (zero: lowest compared OMol25 entry of this formula, charge and spin): 0.0 kJ/mol

Last column: Mulliken charge in e.
Geometry (Å):
C 0.85 0.46 -3.90  -0.417
C -0.41 -0.21 -3.80  -0.469
C -0.20 -1.43 -3.12  -0.417
C 1.20 -1.53 -2.81  -0.616
C 1.85 -0.37 -3.32  -0.781
Ba 0.77 0.68 -0.77  -0.981
P -0.35 3.45 -1.07  -0.001
H 1.01 1.42 -4.38  0.385
H -1.35 0.18 -4.17  0.415
H -0.96 -2.16 -2.84  0.389
H 2.91 -0.13 -3.24  0.405
H 1.68 -2.35 -2.28  0.381
H -1.29 3.52 0.02  0.066
H -0.89 4.17 -2.20  0.039
H 0.81 4.14 -0.56  0.087
C -0.76 -0.10 4.71  -1.187
N -0.49 -0.66 3.38  0.187
C -0.37 -2.02 3.07  -0.412
C -0.16 -2.02 1.71  -0.664
N -0.20 -0.73 1.20  -0.326
C -0.35 0.07 2.27  1.585
H -1.73 -0.50 5.06  0.326
H 0.06 -0.42 5.38  0.339
H -0.80 1.00 4.61  0.402
H -0.47 -2.83 3.80  0.396
H 0.03 -2.80 0.99  0.383
H -0.39 1.16 2.25  -0.513

2.
Below is a structure of composition C37H41Cl5FeGeN4Se, with properties calculated with ωB97M-V/def2-TZVPD.

Summary:
Expectation value of S²: 8.761
Spin multiplicity: 6
Net charge: +1
LUMO level (spin up / spin down): -3.165 / -4.036 eV
Relative energy (zero: lowest compared OMol25 entry of this formula, charge and spin): 184.7 kJ/mol

Last column: Mulliken charge in e.
Geometry (Å):
Fe 0.07 0.06 0.38  -0.352
Cl 2.66 3.05 1.26  -0.178
C 2.39 2.45 -0.35  1.820
C 1.64 1.30 -0.53  -1.839
C 1.60 0.86 -1.84  1.605
Cl 0.75 -0.66 -2.03  -0.175
C 2.14 1.49 -2.95  -0.714
Cl 1.95 0.83 -4.52  -0.144
C 2.84 2.67 -2.73  0.604
Cl 3.53 3.51 -4.05  -0.172
C 2.98 3.14 -1.42  -0.162
Cl 3.89 4.57 -1.14  -0.181
C -2.71 -2.53 2.77  -1.177
C -1.98 -2.09 1.66  -0.245
N -0.81 -1.48 1.76  -0.215
C -0.29 -1.33 3.00  -0.271
C -0.93 -1.75 4.17  1.133
C -2.20 -2.35 4.03  -0.668
C -0.29 -1.56 5.44  -0.714
C 0.95 -1.04 5.51  -0.889
C 1.66 -0.66 4.31  1.432
C 2.99 -0.20 4.31  -0.709
C 3.60 0.08 3.12  -0.899
C 2.87 -0.06 1.93  -0.642
N 1.62 -0.45 1.91  -0.103
C 1.03 -0.77 3.08  0.131
H -3.66 -3.02 2.62  0.471
H -2.36 -2.27 0.67  0.634
H -2.74 -2.67 4.91  0.456
H -0.81 -1.86 6.34  0.429
H 1.45 -0.92 6.47  0.449
H 3.52 -0.08 5.25  0.462
H 4.63 0.41 3.07  0.457
H 3.32 0.18 0.97  0.830
C -2.58 4.07 2.14  -1.303
Ge -1.47 2.54 2.59  0.322
C -2.44 1.44 3.87  -1.057
C 0.13 3.20 3.43  -1.007
C -1.33 1.53 0.90  -0.100
H -2.76 4.66 3.04  0.404
H -3.55 3.76 1.74  0.356
H -2.08 4.71 1.41  0.357
H -2.85 2.08 4.64  0.494
H -1.78 0.72 4.36  0.232
H -3.26 0.90 3.39  0.314
H -0.17 3.72 4.35  0.425
H 0.63 3.92 2.79  0.326
H 0.83 2.41 3.69  0.223
H -1.17 2.16 0.02  0.342
H -2.24 0.95 0.78  -0.132
C -4.00 -3.49 -3.64  -1.132
C -4.03 -2.35 -4.65  0.204
C -2.68 -2.12 -5.34  -0.728
C -1.60 -1.57 -4.42  -1.391
N -1.89 -0.19 -4.01  1.493
C -2.35 0.23 -2.81  -1.087
Se -2.50 -0.81 -1.27  0.063
N -2.61 1.55 -2.92  1.166
C -3.23 2.42 -1.91  -0.635
C -4.65 2.80 -2.29  -0.892
C -5.62 1.63 -2.32  0.029
C -5.90 1.04 -0.93  -1.006
C -2.28 1.99 -4.20  0.894
C -2.31 3.25 -4.78  -0.927
C -1.87 3.35 -6.09  -0.873
C -1.42 2.22 -6.79  -0.812
C -1.39 0.97 -6.21  -0.976
C -1.83 0.89 -4.89  0.157
H -5.01 -3.72 -3.29  0.373
H -3.40 -3.23 -2.76  0.153
H -3.58 -4.40 -4.08  0.347
H -4.35 -1.42 -4.17  -0.259
H -4.77 -2.57 -5.42  0.406
H -2.81 -1.43 -6.18  0.358
H -2.32 -3.06 -5.76  0.509
H -0.63 -1.57 -4.91  0.418
H -1.52 -2.16 -3.51  0.530
H -2.60 3.30 -1.80  0.457
H -3.20 1.87 -0.97  -0.365
H -4.65 3.30 -3.26  0.444
H -5.00 3.54 -1.56  0.480
H -5.24 0.85 -2.99  -0.118
H -6.56 1.97 -2.76  0.407
H -5.02 0.54 -0.52  0.059
H -6.70 0.30 -0.98  0.391
H -6.21 1.82 -0.24  0.326
H -2.66 4.12 -4.24  0.505
H -1.88 4.31 -6.58  0.434
H -1.08 2.34 -7.81  0.450
H -1.03 0.11 -6.75  0.489

3.
Below is a structure of composition C86H82F6N3P2Pd, with properties calculated with ωB97M-V/def2-TZVPD.

Summary:
Net charge: +1
LUMO level: -4.287 eV

Last column: Mulliken charge in e.
Geometry (Å):
C -5.57 -6.85 1.43  -1.054
C -5.51 -5.32 1.31  1.748
C -5.97 -4.69 2.62  -2.005
C -6.31 -4.84 0.10  0.457
C -7.65 -4.49 0.24  -0.446
C -8.43 -4.27 -0.88  -1.429
C -7.91 -4.53 -2.15  -0.484
C -6.57 -4.82 -2.33  0.251
C -6.11 -5.04 -3.78  2.752
C -6.10 -3.71 -4.54  -1.497
C -6.95 -6.08 -4.51  -1.600
C -5.73 -4.86 -1.19  -0.558
N -4.34 -5.19 -1.36  1.367
N -4.10 -6.32 -2.06  -1.566
N -2.76 -6.46 -2.09  1.855
C -2.16 -7.53 -2.82  -0.677
C -1.29 -7.23 -3.89  0.586
C -1.28 -5.84 -4.52  1.509
C -2.41 -5.71 -5.56  -1.516
C 0.08 -5.45 -5.10  -1.783
C -0.55 -8.27 -4.45  -0.431
C -0.72 -9.58 -4.00  -1.703
C -1.67 -9.86 -3.03  -0.453
C -2.43 -8.86 -2.45  0.554
C -3.47 -9.27 -1.40  2.142
C -2.76 -9.83 -0.17  -1.388
C -4.47 -10.29 -1.98  -1.514
C -2.15 -5.43 -1.39  -1.128
C -0.73 -5.36 -1.28  0.710
C 0.09 -6.52 -1.17  -0.402
C 1.46 -6.40 -1.09  0.145
C 2.28 -7.66 -0.96  0.613
F 3.42 -7.62 -1.71  -0.286
F 2.65 -7.90 0.34  -0.268
F 1.59 -8.77 -1.38  -0.207
C 2.08 -5.14 -1.10  -1.250
C 1.28 -4.02 -1.27  -0.149
C 1.86 -2.64 -1.34  1.165
F 1.32 -1.87 -2.36  -0.300
F 1.59 -1.95 -0.17  -0.204
F 3.21 -2.63 -1.52  -0.291
C -0.10 -4.10 -1.32  -0.782
C -3.13 -4.59 -0.90  1.425
C -2.96 -3.47 -0.09  -2.507
H -5.21 -7.36 0.53  -0.032
H -4.95 -7.17 2.28  0.405
H -6.60 -7.17 1.61  0.303
H -4.48 -5.00 1.12  -0.130
H -6.04 -3.60 2.52  0.404
H -6.95 -5.08 2.92  0.360
H -5.25 -4.93 3.40  0.472
H -8.08 -4.41 1.24  0.308
H -9.46 -3.93 -0.78  0.379
H -8.55 -4.50 -3.02  0.306
H -5.08 -5.42 -3.74  -1.409
H -5.48 -2.97 -4.02  0.370
H -5.70 -3.86 -5.55  0.412
H -7.12 -3.32 -4.62  0.346
H -6.98 -7.02 -3.96  0.379
H -7.98 -5.72 -4.64  0.354
H -6.54 -6.26 -5.51  0.440
H -1.50 -5.12 -3.72  -0.153
H -3.38 -5.95 -5.11  0.220
H -2.45 -4.68 -5.95  0.423
H -2.23 -6.40 -6.40  0.332
H 0.87 -5.58 -4.35  0.323
H 0.31 -6.07 -5.99  0.401
H 0.07 -4.40 -5.41  0.409
H 0.17 -8.06 -5.25  0.289
H -0.11 -10.39 -4.42  0.378
H -1.84 -10.89 -2.70  0.364
H -4.04 -8.37 -1.12  -1.251
H -1.99 -9.14 0.19  0.322
H -3.46 -10.02 0.66  0.417
H -2.26 -10.78 -0.42  0.346
H -4.97 -9.86 -2.86  0.365
H -3.95 -11.21 -2.29  0.300
H -5.24 -10.55 -1.25  0.439
H -0.38 -7.50 -1.12  0.624
H 3.15 -5.04 -0.98  0.565
H -0.72 -3.21 -1.41  1.009
H -1.95 -3.25 0.24  0.641
H -3.84 -2.90 0.20  0.298
C -1.42 4.34 4.86  -0.514
C -1.51 4.02 3.49  -0.814
C -0.38 3.54 2.81  0.282
C 0.88 3.46 3.47  1.950
C 2.11 2.93 2.79  0.450
C 3.02 2.14 3.62  -0.508
C 3.66 0.95 3.31  -1.699
C 4.16 0.71 1.96  0.787
C 5.52 0.82 1.53  -0.631
C 5.88 0.59 0.21  -0.631
C 4.91 0.18 -0.72  -1.116
C 3.57 0.06 -0.30  -0.287
C 3.20 0.36 1.00  -0.061
Pd 2.52 5.05 2.04  0.296
P 2.76 7.07 3.04  1.575
C 3.09 6.71 4.79  0.584
C 2.13 6.90 5.80  -0.468
C 2.43 6.56 7.12  -0.645
C 3.68 6.01 7.44  -0.499
C 4.62 5.78 6.43  -0.762
C 4.33 6.12 5.11  -0.365
C 4.12 8.20 2.58  -0.195
C 4.68 9.08 3.53  -0.531
C 5.71 9.95 3.16  -0.664
C 6.18 9.95 1.84  -0.696
C 5.64 9.07 0.90  -0.981
C 4.63 8.19 1.28  -0.178
C 1.22 8.05 3.03  0.716
C 1.22 9.45 3.22  -0.639
C 0.01 10.14 3.31  -0.652
C -1.20 9.46 3.17  -0.699
C -1.21 8.08 2.92  -0.601
C 0.00 7.39 2.86  -0.331
P 2.54 5.03 -0.22  1.117
C 1.16 3.99 -0.76  1.029
C -0.08 4.51 -1.13  -1.063
C -1.16 3.64 -1.32  -0.723
C -0.99 2.26 -1.19  -1.003
C 0.26 1.73 -0.87  -0.772
C 1.33 2.60 -0.63  0.027
C 2.38 6.65 -1.03  0.379
C 3.25 7.05 -2.07  -0.203
C 3.27 8.38 -2.47  -0.721
C 2.42 9.31 -1.87  -0.720
C 1.51 8.91 -0.89  -0.879
C 1.47 7.57 -0.49  -0.081
C 4.01 4.28 -0.99  0.520
C 3.90 3.53 -2.18  -0.126
C 5.06 3.05 -2.80  -0.861
C 6.31 3.31 -2.24  -0.645
C 6.42 4.04 -1.05  -0.773
C 5.27 4.50 -0.41  -0.468
C 0.94 3.81 4.83  0.023
C -0.20 4.20 5.53  -0.811
H -2.30 4.68 5.39  0.445
H -2.46 4.13 2.96  0.439
H -0.45 3.24 1.76  0.188
H 1.92 2.50 1.80  -1.114
H 3.23 2.55 4.61  0.277
H 4.04 0.32 4.12  0.458
H 6.29 1.10 2.26  0.458
H 6.91 0.72 -0.13  0.447
H 5.17 -0.04 -1.75  0.544
H 2.84 -0.31 -1.00  0.523
H 2.16 0.31 1.31  0.804
H 1.15 7.31 5.55  0.437
H 1.68 6.72 7.90  0.456
H 3.92 5.77 8.48  0.388
H 5.59 5.34 6.67  0.432
H 5.06 5.94 4.33  0.435
H 4.31 9.09 4.56  0.457
H 6.14 10.63 3.90  0.424
H 6.99 10.64 1.55  0.393
H 6.00 9.08 -0.13  0.471
H 4.21 7.49 0.54  0.571
H 2.17 9.98 3.31  0.376
H 0.03 11.22 3.47  0.425
H -2.14 10.01 3.25  0.371
H -2.15 7.55 2.80  0.491
H -0.01 6.31 2.66  -0.001
H -0.20 5.58 -1.28  0.418
H -2.14 4.05 -1.58  0.432
H -1.84 1.59 -1.32  0.457
H 0.41 0.65 -0.80  0.456
H 2.30 2.20 -0.33  0.258
H 3.89 6.31 -2.55  0.408
H 3.98 8.69 -3.25  0.428
H 2.47 10.36 -2.17  0.402
H 0.84 9.63 -0.42  0.447
H 0.74 7.25 0.25  0.443
H 2.93 3.32 -2.62  0.465
H 4.96 2.44 -3.70  0.468
H 7.21 2.93 -2.73  0.399
H 7.40 4.23 -0.61  0.423
H 5.34 5.02 0.54  0.361
H 1.90 3.79 5.34  -0.112
H -0.13 4.39 6.61  0.399

no.,E_tot (Eh)
1,-827.5801
2,-9696.3857
3,-4900.1408